# 1
17
Properties=species:S:1:pos:R:3:mulliken_charge:R:1 method="wB97M-V/def2-TZVPD" relative_energy_kj_mol=29.4 gap_ha="0.3029 / 0.2162" lumo_ev="0.4135 / -4.3900" spin_multiplicity=3 s2=2.0109
Cu 9.17882 7.83051 -0.91535 0.13
Br 8.93653 5.98442 0.95660 -0.13
O 9.02344 2.64694 7.09386 -0.61
S 7.72773 3.23199 7.49063 1.14
O 7.49246 3.73857 8.84338 -0.56
O 7.30383 4.31374 6.33005 -0.28
C 7.36702 3.99283 4.94775 -0.03
C 6.92486 5.16125 4.13439 -1.15
C 6.44278 2.01301 7.09978 -1.00
H 6.68992 3.16906 4.72182 0.23
H 8.35648 3.66231 4.63180 0.31
H 7.12378 5.05054 3.06843 0.21
H 7.39377 6.08923 4.46163 0.35
H 5.87731 5.30309 4.40014 0.31
H 5.42943 2.35847 7.30442 0.34
H 6.65454 1.28082 7.87898 0.37
H 6.53589 1.50538 6.13970 0.37

# 2
13
Properties=species:S:1:pos:R:3:mulliken_charge:R:1 method="wB97M-V/def2-TZVPD" relative_energy_kj_mol=120.7 gap_ha=0.3399 lumo_ev=0.4635 smiles=CCN(C)Br
C 0.93062 -1.08462 1.29749 -1.18
C 0.09716 0.09345 0.66838 -0.34
N -0.53863 -0.42588 -0.55541 -0.26
C -0.60410 0.70869 -1.74331 -0.76
Br -2.34765 -1.14973 -0.31136 -0.13
H 1.41710 -1.60718 0.53369 0.36
H 1.63724 -0.53342 1.94799 0.33
H 0.43703 -1.75994 1.89735 0.34
H -0.54208 0.54500 1.45509 0.32
H 0.87801 0.75207 0.38343 0.40
H -1.38559 0.52364 -2.56016 0.27
H -0.76964 1.52421 -1.13535 0.37
H 0.48215 0.69831 -2.03606 0.28

# 3
15
Properties=species:S:1:pos:R:3:mulliken_charge:R:1 method="wB97M-V/def2-TZVPD" relative_energy_kj_mol=109.9 charge=+1 gap_ha=0.3898 lumo_ev=-3.9504 smiles="C[C@@H](Br)C(=[NH2+])NO"
C 0.74055 1.80613 0.41131 -1.01
C 0.98133 0.52195 -0.41127 -0.32
Br 2.83750 -0.19779 -0.18318 -0.02
C -0.16617 -0.59853 0.01377 0.49
N 0.20003 -1.59622 0.83201 -0.31
N -1.29509 -0.45712 -0.63118 0.04
O -2.33135 -1.45771 -0.49631 -0.42
H 1.29217 2.59532 -0.11693 0.38
H 1.13282 1.72420 1.50430 0.31
H -0.28432 2.12572 0.33042 0.36
H 0.80787 0.60457 -1.55099 0.37
H 0.95872 -1.45087 1.37658 0.23
H -0.28338 -2.55149 0.83462 0.28
H -1.35850 -0.06371 -1.47469 0.26
H -3.23217 -1.00445 -0.43846 0.38

# 4
14
Properties=species:S:1:pos:R:3:mulliken_charge:R:1 method="wB97M-V/def2-TZVPD" relative_energy_kj_mol=23.3 gap_ha="0.2752 / 0.2751" lumo_ev="-1.5718 / -1.5735"
C 1.66608 -0.67935 0.16269 -0.97
C 0.32864 -0.19091 -0.58737 -0.42
C -0.88125 -0.10368 0.35582 -0.45
N -2.07273 0.66004 0.00928 -0.30
S -1.66580 2.11216 -0.38397 0.13
Br -0.42790 3.76155 1.17959 -0.34
H 2.61075 -0.33782 -0.16796 0.33
H 1.52757 -0.43488 1.25395 0.26
H 1.56412 -1.77219 0.14825 0.28
H 0.11655 -1.04202 -1.33196 0.21
H 0.49086 0.75305 -1.14520 0.42
H -1.23572 -1.15850 0.48102 0.30
H -0.35463 0.38204 1.21695 0.28
H -2.90857 2.55040 -0.06531 0.26

# 5
14
Properties=species:S:1:pos:R:3:mulliken_charge:R:1 method="wB97M-V/def2-TZVPD" relative_energy_kj_mol=323.2 gap_ha="0.2836 / 0.1891" lumo_ev="-1.8051 / -2.8426"
C -1.64735 -1.19143 0.13603 -1.17
C -0.31094 -0.50778 0.47630 -0.09
C 0.34351 0.00282 -0.75907 -0.80
P 0.50095 2.67112 0.43722 -0.01
S 1.58284 1.30760 -0.47339 0.05
Br 3.85980 -0.71839 0.02339 -0.34
H -1.93826 -1.94186 0.78737 0.40
H -2.45855 -0.46480 0.26954 0.31
H -1.77127 -1.48783 -1.00101 0.26
H 0.28537 -1.32057 1.00084 0.21
H -0.40005 0.34047 1.11928 0.34
H 0.90529 -0.90550 -1.08629 0.36
H -0.44472 0.53432 -1.37140 0.45
H 1.49335 3.68183 0.44118 0.05

# 6
14
Properties=species:S:1:pos:R:3:mulliken_charge:R:1 method="wB97M-V/def2-TZVPD" relative_energy_kj_mol=0.0 charge=+1 gap_ha=0.1547 lumo_ev=-8.3944
Cd 4.16104 -3.84790 3.04954 0.80
I 2.65954 -1.98700 2.03947 0.25
C -1.19569 1.64429 -0.05965 -1.35
C -0.33192 0.41760 -0.09529 0.63
C -0.74768 -0.58408 -1.16349 -1.15
O 1.05067 0.81829 -0.28532 -0.50
H -2.19408 1.43114 0.32116 0.36
H -1.30007 2.07035 -1.05918 0.33
H -0.75331 2.39855 0.59149 0.34
H -0.39016 -0.09129 0.88135 0.18
H -0.94110 -0.04704 -2.09814 0.29
H -1.65691 -1.10270 -0.86938 0.36
H 0.07607 -1.25613 -1.40573 0.32
H 1.56361 0.13592 0.15317 0.17

Maximum force: 2.88, 3.83, 6.07, 3.86, 3.82, 0.84 (eV Å⁻¹)
Calculated total energy: -4957.35129, -2747.78515, -2877.54546, -3145.95920, -3432.56837, -659.45453 (hartree)
Molar mass: 267.611, 138.008, 168.014, 170.075, 187.042, 299.412 (g mol⁻¹)